[1]
This record from OMol25 describes a 9-piece molecular cluster, C29H51Cl16O5 overall at a distorted geometry. The level of theory is the ωB97M-V functional and the def2-TZVPD basis.

Structure (XYZ):
```
101
Properties=species:S:1:pos:R:3:forces:R:3
C -0.990634 -4.728457 -9.071961 1.1 -1.7 1.0
C -0.637756 -5.711749 -8.113912 -0.6 1.6 -1.5
C -1.384745 -6.057947 -6.752155 0.4 -0.2 -1.5
C -2.697648 -5.206364 -6.426983 0.1 -2.8 3.1
O -3.666227 -4.921202 -7.476361 -0.3 2.7 2.3
C -4.524897 -3.930394 -6.845729 -1.3 1.2 -0.5
O -5.643928 -3.592060 -7.329957 5.1 -1.6 2.3
O -3.915223 -3.399349 -5.655670 -2.1 -1.9 -3.3
C -2.587872 -4.000199 -5.344967 -2.0 0.8 -1.1
C -2.799677 -4.424672 -3.787815 1.0 0.1 0.0
C -1.534727 -4.061594 -2.859184 -0.3 -0.6 0.9
C -1.718257 -2.716486 -1.986596 0.5 0.3 0.5
C -0.953497 -2.786216 -0.545504 0.5 -0.3 -0.4
C 0.124192 -1.610971 -0.333701 0.3 0.6 0.1
C -0.380662 -0.391280 0.590911 -0.2 -0.5 0.6
C 0.743134 0.233858 1.559583 0.1 0.4 0.2
C 1.178833 1.739083 1.191318 0.2 0.6 0.1
C 0.560817 2.871401 2.161759 1.2 -0.2 0.5
C 1.642628 4.064791 2.467946 -0.7 -0.1 0.1
C 0.926751 5.071704 3.513167 0.2 0.4 -1.0
C 1.171138 6.629955 3.176939 0.1 0.0 1.1
C 2.581953 7.204458 3.694869 -0.3 1.1 -0.1
C 2.762412 8.695762 3.043375 -0.9 -0.9 -0.3
C -1.585952 -2.777916 -5.643366 0.7 5.1 0.1
O -0.343503 -2.997245 -5.853613 -3.1 -0.5 0.7
O -2.155093 -1.498426 -5.599719 2.2 -6.2 0.0
H -0.135339 -4.298232 -9.721270 -1.7 -1.3 0.8
H -2.041455 -4.365283 -9.316730 1.6 -0.1 1.2
H 0.308888 -6.334292 -8.354005 -1.2 1.5 0.9
H -1.634827 -7.184878 -6.771130 0.1 1.7 0.0
H -0.604499 -5.938434 -5.902801 -1.4 0.2 -1.4
H -3.305954 -5.968994 -5.789210 1.0 1.0 -0.8
H -3.722581 -3.868425 -3.375434 1.5 -0.8 -1.0
H -3.017716 -5.552693 -3.691755 0.4 1.6 -0.4
H -0.556762 -4.057315 -3.462281 -1.5 0.2 0.8
H -1.440015 -4.925172 -2.086978 -0.1 1.3 -1.2
H -1.242400 -1.829386 -2.550452 -1.2 -1.3 0.7
H -2.831230 -2.522560 -1.737569 1.7 -0.2 -0.9
H -1.702135 -2.801587 0.326859 1.1 0.1 -1.3
H -0.385726 -3.779003 -0.518070 -0.8 1.3 0.1
H 1.110812 -1.996928 0.139746 -1.7 0.4 -0.7
H 0.417520 -1.185162 -1.357377 -0.4 -0.7 1.5
H -1.208861 -0.828714 1.275132 1.2 0.9 -1.2
H -0.822793 0.463908 -0.033075 0.5 -1.3 0.9
H 0.316188 0.269310 2.636870 0.8 -0.2 -1.7
H 1.704323 -0.413487 1.587042 -1.7 0.9 -0.1
H 0.900698 2.017688 0.107998 0.5 -0.6 1.5
H 2.326286 1.833433 1.274012 -1.7 -0.2 -0.2
H -0.406557 3.335267 1.746922 1.4 -0.7 0.6
H 0.328366 2.396881 3.195338 0.2 0.8 -2.1
H 2.602911 3.651397 2.967435 -1.5 0.4 -1.0
H 1.934288 4.600418 1.473602 -0.4 -1.0 2.0
H 1.305870 4.819125 4.573252 -0.9 0.7 -1.7
H -0.209294 4.880019 3.413717 1.8 0.3 0.5
H 1.070308 6.886827 2.066261 0.1 -0.7 1.4
H 0.336531 7.228292 3.717749 1.4 -0.8 -0.9
H 3.462027 6.523095 3.435229 -1.3 0.9 0.2
H 2.590763 7.368992 4.833892 -0.2 -0.6 -1.6
H 1.684067 9.039766 2.787125 1.8 -0.2 0.5
H 3.239154 9.436047 3.770658 -0.5 -1.0 -1.2
H 3.305542 8.617794 2.034371 -0.6 0.3 1.6
C 1.678201 2.065042 6.095745 -0.1 -0.3 0.0
Cl 0.070368 2.555452 5.543281 -0.1 -0.2 0.6
Cl 2.757928 3.458775 6.238804 0.2 -0.1 0.1
H 1.587328 1.586402 7.070714 0.0 0.3 -0.2
H 2.099949 1.362038 5.377592 -0.1 0.2 0.0
C -3.775361 1.976254 5.206471 -0.1 -0.2 0.2
Cl -2.923445 0.739367 4.276281 0.1 0.0 0.3
Cl -3.310694 3.600357 4.684465 -0.1 0.1 0.0
H -4.847590 1.851478 5.062193 0.2 0.1 -0.1
H -3.528632 1.859027 6.261128 0.1 0.1 -0.2
C 3.037849 -4.103770 -1.619157 0.2 0.2 -0.2
Cl 2.090663 -2.998173 -2.619946 0.3 -0.2 -0.1
Cl 1.992899 -5.177348 -0.679227 0.1 -0.2 0.1
H 3.674292 -4.707523 -2.264791 -0.2 0.0 0.1
H 3.653593 -3.521751 -0.934272 -0.2 -0.1 0.0
C 1.612906 -0.649444 9.111944 0.0 -0.3 0.1
Cl 0.006589 -0.159847 8.559969 -0.1 -0.1 0.0
Cl 2.691458 0.744063 9.253964 -0.2 0.3 -0.3
H 1.522148 -1.127519 10.086119 0.0 0.2 -0.1
H 2.034662 -1.351445 8.394964 -0.1 0.2 0.1
C -5.978016 1.752647 1.606786 0.2 0.0 -0.4
Cl -4.926771 0.335321 1.686766 -0.2 0.1 -0.3
Cl -6.822899 2.012127 3.139461 -0.1 0.1 0.0
H -5.372354 2.630124 1.383857 0.0 -0.2 0.2
H -6.714618 1.602779 0.818588 0.1 -0.1 0.2
C 1.404068 6.226192 -1.207078 -0.2 0.1 -0.2
Cl 3.030424 6.186799 -0.513669 0.1 0.1 -0.1
Cl 0.346009 5.042735 -0.429530 -0.2 0.2 -0.3
H 0.984381 7.221568 -1.067154 0.1 -0.2 0.1
H 1.467652 5.998785 -2.270408 0.0 -0.1 0.2
C 5.322177 -2.034389 9.840326 0.3 0.0 0.1
Cl 4.237458 -1.236801 10.986861 0.5 -0.4 0.5
Cl 4.441698 -2.624395 8.425369 0.1 -0.1 -0.1
H 6.077817 -1.320961 9.514146 -0.2 0.0 0.0
H 5.800833 -2.878358 10.335149 -0.2 0.1 -0.1
C 1.326257 -2.765514 -12.099138 0.0 0.2 -0.1
Cl 1.335802 -1.852962 -10.586459 0.0 0.0 -0.1
Cl 1.579136 -4.490929 -11.806868 0.1 -0.1 -0.2
H 0.363581 -2.627463 -12.589716 0.1 -0.1 0.2
H 2.124295 -2.394939 -12.741278 -0.1 -0.1 0.2
```
Forces are in eV/Å.

## Properties
**Electronic energy**: -8874.640683 Eh
**HOMO-LUMO gap**: 5.887 eV
**HOMO energy**: -4.51 eV
**Net charge**: -1
**LUMO**: 1.38 eV

***

[2]
This record from OMol25 describes a 8-piece molecular cluster, C29H52BrF5I2N16O10P overall at a distorted geometry. The level of theory is the ωB97M-V functional and the def2-TZVPD basis.

Structure (XYZ):
```
116
Properties=species:S:1:pos:R:3:forces:R:3
C 4.198039 1.622341 3.935093 -0.4 -2.5 -1.7
C 4.115016 0.476035 3.120218 1.2 2.1 1.5
N 2.832308 -0.247417 2.807803 -2.2 -1.2 -0.2
C 2.362502 -1.295415 3.713782 -2.0 -0.1 -1.7
Br 3.547850 -1.608244 5.288586 -1.5 0.3 -2.1
C 1.038963 -2.106480 3.470732 1.2 2.0 -1.4
C 0.625406 -3.223135 4.562017 0.3 -0.8 -1.0
I 0.156259 -2.324895 6.530526 0.1 -0.4 -1.0
C 1.748246 -4.411793 4.692788 0.4 0.4 -0.8
C 2.399802 -4.672355 3.234890 -0.5 0.0 0.3
I 0.784088 -6.315736 5.282806 0.3 1.1 -0.1
C 0.200278 -1.798241 2.156860 2.9 1.6 1.1
C -1.160002 -2.563901 1.787357 0.5 0.0 0.0
C -2.484848 -1.631859 1.901902 -0.5 -0.4 0.4
C -2.251075 -0.247880 2.676032 -1.1 0.0 0.4
C -3.599380 0.654559 2.763152 1.6 0.9 0.9
F -4.374240 0.390801 3.917790 1.3 0.3 -2.8
F -3.123742 2.013224 2.902686 -1.3 -2.6 -0.4
C -4.474407 0.636420 1.423291 -2.1 1.4 -1.2
F -5.340939 1.780456 1.397510 2.0 -2.8 0.1
F -5.331165 -0.491908 1.311809 2.6 2.7 0.1
F -3.643681 0.787517 0.266361 -2.0 -0.9 2.9
C 0.787539 -0.670750 1.210866 1.4 -0.6 3.4
P -0.025551 -0.115198 -0.406299 1.2 1.1 -3.0
N 1.073224 -0.093707 -1.592117 -1.9 1.1 2.2
O -0.666986 1.449373 -0.087262 0.1 -3.3 -0.7
O -1.281674 -1.129363 -0.942583 2.0 0.6 1.9
C 2.104637 0.101377 1.589526 -1.6 -2.2 0.5
C 2.742594 1.281026 0.724144 -0.4 1.0 0.1
O 3.984547 0.871371 0.061406 0.5 1.8 1.6
C 4.968070 1.920073 0.182735 3.1 3.7 0.2
C 4.635930 3.391156 -0.263474 2.7 -0.7 1.4
C 5.641567 4.556039 -0.111631 1.0 -3.1 1.2
C 7.072015 4.342622 0.499653 -3.0 -3.4 -0.7
C 7.437104 2.872640 0.907202 -3.3 1.6 -1.4
C 6.401732 1.699615 0.747995 -0.6 2.7 -0.7
H 3.278992 1.996598 4.495595 1.4 -0.3 -1.0
H 5.221581 2.140243 4.023526 -1.9 -1.0 0.0
H 5.055817 -0.008155 2.676665 -1.8 0.9 0.5
H -0.346771 -3.777658 4.277173 1.6 1.3 0.2
H 2.521590 -4.196991 5.503407 -1.2 -0.3 -1.3
H 3.171059 -3.856362 2.982873 -1.2 -1.2 0.3
H 1.519854 -4.655364 2.490870 1.5 0.0 0.9
H 2.884146 -5.706237 3.145883 -0.6 1.6 0.4
H -1.009981 -2.962946 0.712649 -0.4 0.7 1.8
H -1.369311 -3.489143 2.426108 0.8 1.3 -0.8
H -2.930553 -1.534213 0.858003 0.7 0.2 1.5
H -3.265231 -2.220170 2.522357 1.3 0.8 -1.0
H -1.982781 -0.479194 3.773779 -0.3 0.5 -1.7
H -1.460482 0.436619 2.223808 -1.2 -1.0 0.5
H 1.105366 0.907901 -1.888657 0.3 -1.0 0.1
H -1.232117 1.633223 -0.873593 0.3 0.1 0.6
H -0.833570 -1.990695 -1.159292 -0.6 1.1 -0.2
H 2.027589 1.705613 -0.075073 0.9 -1.2 1.5
H 2.941921 2.171932 1.436932 -0.2 -1.6 -1.0
H 3.602773 3.616858 -0.682313 1.6 -0.3 0.5
H 5.305946 5.598316 -0.442864 0.6 -1.8 0.5
H 7.784153 5.234671 0.628655 -1.2 -1.6 -0.1
H 8.485410 2.720284 1.343406 -1.9 -0.1 -0.7
H 6.770447 0.673968 1.077504 -0.7 1.5 -0.6
C -4.347723 -5.456189 1.298623 0.1 -0.1 0.1
O -3.314718 -5.628375 1.932421 0.1 0.2 0.0
N -5.525809 -5.146214 1.891974 -0.3 0.2 0.6
N -4.403003 -5.561004 -0.051707 0.3 0.0 -0.7
H -6.383671 -5.001388 1.390750 0.1 -0.1 0.0
H -5.525788 -5.060010 2.895463 -0.1 -0.1 -0.2
H -3.547085 -5.791190 -0.529632 -0.2 0.0 0.1
H -5.239618 -5.424106 -0.589785 0.0 -0.1 0.1
C 0.679188 0.433936 -5.835603 0.4 -0.1 -0.4
O 1.800585 0.055400 -6.130099 -0.2 0.1 0.3
N -0.239127 0.785745 -6.768274 -0.3 0.1 -0.7
N 0.251877 0.536669 -4.550052 0.1 0.1 0.9
H -1.166759 1.099739 -6.549449 0.1 0.0 0.0
H 0.040738 0.722709 -7.734268 0.0 0.0 0.2
H 0.906437 0.283614 -3.825503 -0.2 -0.2 -0.2
H -0.666645 0.846301 -4.289984 0.1 -0.1 -0.1
C -8.563646 3.798756 -1.076186 -0.3 0.4 -0.3
O -9.319837 4.523112 -1.703613 0.0 -0.2 0.1
N -7.293816 3.542535 -1.477885 0.7 0.0 -0.5
N -8.928037 3.186477 0.077925 -0.5 -0.3 0.6
H -6.657333 2.950131 -0.975994 -0.1 0.1 0.0
H -6.985618 3.979327 -2.331271 -0.1 -0.1 0.2
H -9.864863 3.352854 0.408889 0.2 0.0 0.0
H -8.322655 2.587107 0.609328 0.0 0.1 0.0
C 4.169960 -2.480890 -7.422847 -0.4 0.5 0.0
O 3.605336 -1.879095 -8.325069 0.1 -0.2 -0.1
N 3.962546 -2.204737 -6.113375 -0.2 0.5 0.5
N 5.057032 -3.482387 -7.655368 0.6 -0.6 -0.5
H 4.418644 -2.690991 -5.360947 -0.2 -0.2 -0.2
H 3.309102 -1.465881 -5.896054 0.0 0.0 -0.2
H 5.239800 -3.719469 -8.616500 0.0 0.1 0.2
H 5.530383 -3.989214 -6.929388 -0.2 0.1 0.0
C -13.359954 1.335683 -0.431724 -0.5 -0.3 0.2
O -14.016160 0.444202 0.083005 0.2 0.1 -0.1
N -13.920119 2.471971 -0.914506 -0.5 0.5 -0.2
N -12.011103 1.267148 -0.565711 0.9 -0.2 0.1
H -13.397713 3.216052 -1.340953 0.0 -0.1 0.0
H -14.919884 2.560715 -0.833621 0.2 0.0 0.0
H -11.557581 0.437971 -0.219151 -0.1 0.2 -0.1
H -11.452838 1.989088 -0.985981 -0.1 -0.1 -0.1
C 4.461328 -4.681768 -3.066473 0.1 0.0 -0.4
O 4.266429 -4.527985 -4.262282 0.1 0.0 0.2
N 5.663393 -5.054643 -2.563076 0.7 -0.2 0.0
N 3.490748 -4.492634 -2.138091 -0.8 0.2 0.3
H 5.843634 -5.186221 -1.584596 0.0 0.0 -0.1
H 6.410202 -5.204966 -3.221936 -0.1 0.0 0.1
H 2.583014 -4.214691 -2.474104 0.2 0.0 0.0
H 3.629368 -4.613490 -1.151598 0.0 0.0 -0.1
C 7.313971 8.014370 1.629400 0.3 -0.1 0.0
O 8.269751 7.255847 1.709866 -0.1 -0.1 -0.1
N 7.127055 8.845087 0.574818 0.1 0.2 -0.7
N 6.358404 8.090393 2.588042 -0.4 -0.2 0.6
H 6.350047 9.474979 0.489673 0.1 0.0 0.0
H 7.816844 8.818018 -0.158748 -0.1 0.1 0.1
H 6.462622 7.488230 3.388369 0.0 0.2 -0.1
H 5.566788 8.705908 2.541303 0.1 0.0 0.0
```
Forces are in eV/Å.

## Properties
**Electronic energy**: -6774.480133 Eh
**HOMO-LUMO gap**: 4.812 eV
**HOMO energy**: -9.82 eV
**Net charge**: +1
**LUMO**: -5.01 eV

***

What is the formula in the second record?
C29H52BrF5I2N16O10P